9
Properties=species:S:1:pos:R:3:nbo_charge:R:1 method="wB97M-V/def2-TZVPD" total_charge=0 lumo_ha=0.012 energy_ha=-1643.45681 homo_lumo_gap_ev=8.0 de_lowest_kj_mol=363.3
C 2.64 0.17 -0.97 -0.5423
P -0.85 -0.81 -0.36 0.0241
P 0.81 0.48 -0.33 0.5744
Cl 2.66 -0.28 -2.73 -0.0930
Cl 2.77 -1.20 0.05 -0.0601
H -0.72 -1.17 -1.71 0.0333
H -0.08 -1.84 0.21 0.0284
H 0.91 0.95 0.99 0.0406
H 0.35 1.57 -1.01 -0.0055